No. 1
ORCA calculation (ωB97M-V/def2-TZVPD) on C49H45N5O6P2PtS as an isolated structure.

Output
- HOMO level (spin up / spin down): -9.9 / -9.9 eV
- 2S+1: 2
- Calculated total energy: -3819.26366 Eh
- Total charge: +1
- Expectation value of S²: 0.754
- Molecular weight: 1089.02 g mol⁻¹
- LUMO (spin up / spin down): -3.81 / -4.15 eV
- Kohn-Sham gap (spin up / spin down): 6.12 / 5.78 eV

```
109
C49H45N5O6P2PtS (ωB97M-V/def2-TZVPD)
Pt 0.385 -0.704 -0.312
C -2.041 1.819 -1.185
N -1.674 2.793 -0.203
C -0.887 2.444 0.953
P -0.801 0.653 1.442
C -2.558 0.184 1.529
C -3.382 0.724 2.515
C -4.718 0.362 2.572
C -5.241 -0.531 1.649
C -4.426 -1.064 0.658
C -3.087 -0.712 0.599
C -0.301 0.788 3.174
C 0.582 1.765 3.633
C 1.005 1.749 4.949
C 0.579 0.752 5.813
C -0.302 -0.220 5.364
C -0.744 -0.201 4.054
C -2.151 4.103 -0.292
C -3.271 4.431 -1.071
C -3.713 5.738 -1.163
C -3.078 6.752 -0.464
C -1.993 6.437 0.338
C -1.529 5.135 0.424
P -0.691 0.778 -1.958
C 0.364 2.071 -2.666
C 0.275 2.467 -3.999
C 1.088 3.483 -4.473
C 1.980 4.122 -3.625
C 2.060 3.739 -2.294
C 1.272 2.707 -1.817
C -1.616 0.033 -3.329
C -3.008 -0.034 -3.373
C -3.645 -0.566 -4.483
C -2.909 -1.056 -5.550
C -1.523 -1.047 -5.487
C -0.880 -0.517 -4.382
H -2.493 2.326 -2.034
H -2.760 1.107 -0.771
H -1.296 2.966 1.825
H 0.167 2.730 0.835
H -2.980 1.418 3.242
H -5.352 0.779 3.342
H -6.283 -0.815 1.703
H -4.832 -1.757 -0.067
H -2.438 -1.133 -0.162
H 0.964 2.521 2.962
H 1.684 2.513 5.301
H 0.942 0.728 6.831
H -0.647 -0.998 6.032
H -1.437 -0.957 3.707
H -3.838 3.665 -1.579
H -4.572 5.964 -1.780
H -3.422 7.773 -0.539
H -1.486 7.210 0.899
H -0.661 4.932 1.034
H -0.420 1.981 -4.669
H 1.028 3.775 -5.513
H 2.621 4.906 -4.004
H 2.754 4.237 -1.631
H 1.396 2.356 -0.800
H -3.614 0.321 -2.551
H -4.726 -0.591 -4.511
H -3.412 -1.458 -6.418
H -0.939 -1.454 -6.301
H 0.199 -0.543 -4.324
C 7.472 -2.418 -0.947
C 6.342 -1.810 -0.169
C 5.991 -0.478 -0.371
C 4.897 0.080 0.270
C 4.167 -0.707 1.138
C 4.525 -2.023 1.397
C 5.613 -2.572 0.745
S 2.636 -0.216 1.881
O 2.734 -0.318 3.310
O 2.115 1.033 1.362
N 1.642 -1.402 1.297
C 0.784 -2.140 2.076
C 1.155 -2.854 3.216
C 0.222 -3.701 3.792
C -1.057 -3.755 3.262
C -1.372 -2.967 2.170
N -0.468 -2.168 1.584
H 7.141 -2.647 -1.961
H 7.815 -3.339 -0.481
H 8.304 -1.719 -1.024
H 6.575 0.120 -1.057
H 4.590 1.098 0.079
H 3.935 -2.598 2.097
H 5.900 -3.599 0.929
H 2.153 -2.746 3.613
H 0.494 -4.286 4.659
H -1.821 -4.388 3.693
H -2.390 -2.874 1.818
O 1.472 -1.232 -2.600
N 2.427 -0.451 -2.345
O 3.343 -0.257 -3.111
O 2.390 0.134 -1.214
O -0.929 -2.287 -1.384
N -0.599 -3.515 -1.007
C -1.567 -4.361 -0.592
C -1.245 -5.604 -0.102
C 0.079 -6.002 -0.014
C 1.054 -5.131 -0.505
C 0.694 -3.912 -1.013
H -2.574 -4.004 -0.734
H -2.041 -6.263 0.214
H 0.352 -6.964 0.389
H 2.094 -5.420 -0.510
H 1.392 -3.208 -1.445
```

Atomic partial charges in e from the Löwdin method, atoms 1 to 99:
1. Pt 1.080
2. C -0.296
3. N -0.152
4. C -0.286
5. P 1.089
6. C -0.351
7. C -0.064
8. C -0.053
9. C -0.059
10. C -0.067
11. C -0.153
12. C -0.345
13. C -0.093
14. C -0.055
15. C -0.049
16. C -0.052
17. C -0.096
18. C -0.217
19. C -0.029
20. C -0.081
21. C -0.094
22. C -0.080
23. C -0.030
24. P 1.050
25. C -0.328
26. C -0.062
27. C -0.059
28. C -0.057
29. C -0.050
30. C -0.096
31. C -0.347
32. C -0.078
33. C -0.068
34. C -0.063
35. C -0.054
36. C -0.099
37. H 0.092
38. H 0.063
39. H 0.108
40. H 0.075
41. H 0.118
42. H 0.113
43. H 0.111
44. H 0.111
45. H 0.064
46. H 0.105
47. H 0.117
48. H 0.114
49. H 0.113
50. H 0.095
51. H 0.101
52. H 0.107
53. H 0.103
54. H 0.107
55. H 0.101
56. H 0.103
57. H 0.111
58. H 0.111
59. H 0.113
60. H 0.074
61. H 0.097
62. H 0.109
63. H 0.110
64. H 0.113
65. H 0.098
66. C -0.041
67. C -0.258
68. C -0.019
69. C -0.049
70. C -0.288
71. C -0.058
72. C -0.024
73. S 0.630
74. O -0.260
75. O -0.370
76. N -0.222
77. C -0.447
78. C -0.002
79. C -0.042
80. C -0.064
81. C -0.149
82. N 0.012
83. H 0.090
84. H 0.078
85. H 0.084
86. H 0.123
87. H 0.119
88. H 0.101
89. H 0.115
90. H 0.107
91. H 0.117
92. H 0.109
93. H 0.106
94. O -0.106
95. N -0.530
96. O 0.101
97. O -0.141
98. O -0.249
99. N -0.187

No. 2
ORCA calculation (ωB97M-V/def2-TZVPD) on a 2-piece molecular cluster, C4H12 overall.

Output
- HOMO level (spin up / spin down): -16.1 / -14.7 eV
- 2S+1: 2
- Calculated total energy: -159.15184 Eh
- Total charge: +1
- Expectation value of S²: 0.753
- Molecular weight: 60.14 g mol⁻¹
- LUMO (spin up / spin down): -2.95 / -11.26 eV
- Kohn-Sham gap (spin up / spin down): 13.11 / 3.46 eV

```
16
C4H12 (ωB97M-V/def2-TZVPD)
C 2.395 0.524 -1.709
C 0.905 0.405 -1.883
H 2.625 0.193 -0.674
H 2.935 -0.166 -2.346
H 2.731 1.556 -1.710
H 0.414 -0.257 -1.114
H 0.650 -0.137 -2.802
H 0.347 1.339 -1.857
C -2.311 -0.644 1.820
C -0.885 -0.351 1.618
H -2.603 -1.670 2.001
H -2.703 -0.033 2.687
H -3.009 -0.149 1.108
H -0.251 -1.224 1.500
H -0.497 0.189 2.526
H -0.743 0.424 0.835
```

How positive or negative is each atom? The Löwdin charges in e answer that:
1. C -0.105
2. C -0.116
3. H 0.105
4. H 0.088
5. H 0.088
6. H 0.091
7. H 0.100
8. H 0.081
9. C -0.055
10. C -0.069
11. H 0.100
12. H 0.167
13. H 0.144
14. H 0.102
15. H 0.164
16. H 0.116

No. 3
ORCA calculation (ωB97M-V/def2-TZVPD) on a single C20H22N4OS2 molecule.

Output
- HOMO level: -8.0 eV
- Calculated total energy: -1866.04035 Eh
- Total charge: 0
- SMILES string: CCCc1nc(SCC(=O)Nc2nc3c(s2)CCCC3)c2ccccc2n1
- Molecular weight: 398.56 g mol⁻¹
- LUMO: -0.02 eV
- Kohn-Sham gap: 8.00 eV

```
49
C20H22N4OS2 (ωB97M-V/def2-TZVPD)
C 0.619 2.107 0.026
C -0.007 2.175 -1.360
C -0.583 0.825 -1.783
C -1.815 0.454 -1.015
N -2.037 -0.868 -0.849
C -3.135 -1.235 -0.240
S -3.397 -2.953 -0.032
C -1.801 -3.540 -0.667
C -0.684 -2.798 0.040
O -0.696 -2.540 1.222
N 0.391 -2.520 -0.751
C 1.463 -1.798 -0.280
N 2.429 -1.406 -1.039
C 3.350 -0.700 -0.325
C 3.072 -0.557 0.999
S 1.571 -1.348 1.399
C 3.926 0.176 1.973
C 4.912 1.066 1.212
C 5.583 0.280 0.086
C 4.558 -0.112 -0.977
C -4.088 -0.306 0.246
C -5.282 -0.638 0.902
C -6.114 0.357 1.340
C -5.779 1.704 1.138
C -4.619 2.055 0.502
C -3.744 1.056 0.037
N -2.607 1.402 -0.602
H 0.982 3.087 0.330
H -0.115 1.772 0.756
H 1.455 1.412 0.034
H -0.810 2.913 -1.365
H 0.749 2.479 -2.087
H 0.162 0.037 -1.671
H -0.866 0.864 -2.840
H -1.774 -3.397 -1.746
H -1.761 -4.601 -0.420
H 0.376 -2.685 -1.747
H 4.474 -0.543 2.591
H 3.305 0.775 2.643
H 4.376 1.917 0.785
H 5.664 1.452 1.902
H 6.039 -0.621 0.502
H 6.374 0.879 -0.369
H 4.256 0.768 -1.552
H 4.977 -0.833 -1.681
H -5.520 -1.682 1.050
H -7.035 0.110 1.847
H -6.451 2.472 1.494
H -4.346 3.086 0.339
```

How positive or negative is each atom? The Löwdin charges in e answer that:
1. C -0.095
2. C -0.251
3. C -0.128
4. C -0.314
5. N 0.123
6. C -0.497
7. S 1.023
8. C -0.353
9. C -0.593
10. O -0.021
11. N 0.107
12. C -0.591
13. N 0.110
14. C -0.353
15. C -0.484
16. S 1.154
17. C -0.202
18. C -0.195
19. C -0.195
20. C -0.136
21. C -0.154
22. C -0.044
23. C -0.074
24. C -0.069
25. C -0.006
26. C -0.202
27. N 0.183
28. H 0.072
29. H 0.072
30. H 0.047
31. H 0.095
32. H 0.105
33. H 0.089
34. H 0.124
35. H 0.082
36. H 0.091
37. H 0.157
38. H 0.116
39. H 0.111
40. H 0.115
41. H 0.109
42. H 0.118
43. H 0.108
44. H 0.119
45. H 0.115
46. H 0.090
47. H 0.104
48. H 0.105
49. H 0.113

No. 4
ORCA calculation (ωB97M-V/def2-TZVPD) on a 2-piece molecular cluster, C5H13NO overall.

Output
- HOMO level: -8.3 eV
- Calculated total energy: -328.27548 Eh
- Total charge: 0
- SMILES string: CCC/C=C/N.O
- Molecular weight: 103.16 g mol⁻¹
- LUMO: 0.86 eV
- Kohn-Sham gap: 9.19 eV

```
20
C5H13NO (ωB97M-V/def2-TZVPD)
C 2.848 1.270 -1.118
C 2.926 0.130 -0.117
C 1.783 0.167 0.883
C 0.505 -0.487 0.335
C -0.676 -0.262 0.897
N -1.919 -0.818 0.516
H 3.652 1.235 -1.858
H 2.880 2.246 -0.631
H 1.898 1.237 -1.677
H 2.927 -0.849 -0.605
H 3.891 0.168 0.397
H 2.022 -0.322 1.831
H 1.506 1.179 1.174
H 0.594 -1.075 -0.565
H -0.745 0.454 1.704
H -1.851 -1.663 -0.031
H -2.455 -1.008 1.350
O -4.638 -0.092 -1.004
H -3.920 0.437 -1.371
H -4.366 -0.088 -0.075
```

How positive or negative is each atom? The Löwdin charges in e answer that:
1. C -0.119
2. C -0.285
3. C -0.230
4. C -0.121
5. C -0.223
6. N 0.023
7. H 0.068
8. H 0.071
9. H 0.076
10. H 0.102
11. H 0.102
12. H 0.105
13. H 0.103
14. H 0.099
15. H 0.112
16. H 0.085
17. H 0.075
18. O -0.080
19. H 0.027
20. H 0.010

Which of these has the highest calculated total energy? C4H12